Computed, not measured: C6H12 in the gas phase, with wB97M-V/def2-TZVPD.

```
18
Properties=species:S:1:pos:R:3:forces:R:3
C 2.2724 -1.8379 -1.0053 -0.419 -0.296 1.435
C 0.8131 -1.6937 -0.5002 0.201 1.511 -0.905
C 0.1516 -0.5138 -0.5055 -1.425 -0.612 1.990
C -1.2088 -0.2756 0.2136 -1.636 0.956 -4.123
C -1.4454 1.0651 1.0177 0.057 -1.506 0.514
C -0.8502 2.3642 0.4669 -1.130 1.229 -0.462
H 2.8125 -0.8837 -0.9516 -0.225 -0.209 0.332
H 2.5039 -2.2033 -1.9954 -0.685 -0.362 -0.440
H 2.7109 -2.5764 -0.2966 0.215 0.634 -0.484
H 0.3223 -2.5795 -0.0531 0.394 0.592 -0.256
H 0.4262 0.4505 -0.8594 1.401 0.209 -0.838
H -2.0117 -0.3288 -0.6492 1.314 0.509 1.121
H -1.4485 -1.1963 0.6363 -0.499 -1.191 1.979
H -2.4149 1.0808 1.6654 1.358 0.208 -1.892
H -0.7071 0.9426 1.7444 0.985 -0.521 2.110
H 0.2111 2.2766 0.3320 0.633 -0.404 -0.005
H -0.9368 3.1552 1.2565 -0.248 -0.505 -0.823
H -1.2006 2.7538 -0.5165 -0.291 -0.242 0.747
```
Forces are in eV/Å.

**LUMO**: 1.148 eV
**Multiplicity**: 1
**Total energy**: -6414.5944 eV
**SMILES string**: C/C=C/CCC
**ΔE to the lowest compared entry with this formula, charge and spin**: 54.1 kcal/mol

***

Computed, not measured: 2 unconnected molecules or ions with the total composition C4H6O2, with wB97M-V/def2-TZVPD.

```
12
Properties=species:S:1:pos:R:3:forces:R:3
C 1.0297 -0.8960 0.1207 -1.843 -1.083 -1.673
C -0.0851 -0.7884 -0.3879 2.021 -1.560 1.070
C -1.4596 -0.9222 -0.8223 -0.233 0.422 -0.139
H 1.9422 -1.4292 0.2330 0.336 0.278 0.299
H -1.5650 -0.6378 -1.8697 -0.076 -0.014 0.029
H -1.7742 -1.9611 -0.6954 0.067 0.090 -0.038
H -2.1124 -0.2870 -0.2227 0.021 0.017 -0.026
O 2.1424 1.5639 0.7554 -0.620 -1.134 -0.108
C 1.0791 1.0424 1.0001 -1.309 3.726 -0.146
O -0.1282 1.5026 0.3053 1.361 0.115 0.922
H 0.7516 0.7526 2.0102 0.162 -0.735 -0.413
H 0.1795 2.0602 -0.4269 0.113 -0.122 0.223
```
Forces are in eV/Å.

**LUMO**: 0.617 eV
**Multiplicity**: 1
**Total energy**: -8336.8543 eV
**SMILES string**: C#CC.O=CO
**ΔE to the lowest compared entry with this formula, charge and spin**: 83.2 kcal/mol

***

Q: What is the formula in the first record?
A: C6H12